i) C2H9N2O | ωB97M-V/def2-TZVPD

Geometry as XYZ:
```
14
Properties=species:S:1:pos:R:3
H 0.46 -1.06 -2.13
H 0.69 -1.72 1.49
C 0.09 0.46 0.76
H 0.94 0.34 1.48
H 0.36 1.43 -1.03
N 0.25 1.60 -0.05
C -0.86 -0.58 0.81
H -0.47 2.24 0.11
H -0.16 0.03 -3.05
O 0.44 -0.14 -2.22
H 1.15 2.17 0.17
H -1.90 -0.44 0.67
N -0.29 -1.71 1.25
H -0.70 -2.60 1.75
```

Calculated values
Total charge = +1
HOMO-LUMO gap = 9.1051 eV
2S+1 = 1
E_LUMO = -3.36 eV
E_HOMO = -12.5 eV

ii) C2H9N2O | ωB97M-V/def2-TZVPD

Geometry as XYZ:
```
14
Properties=species:S:1:pos:R:3
H -1.70 -1.50 0.55
H 3.32 -0.53 0.70
H -1.36 1.28 -0.48
H -1.83 0.98 1.05
N -1.35 0.58 0.25
H -2.18 -0.80 -1.15
H -0.30 0.19 0.60
H 1.32 0.51 -1.17
C 1.71 0.06 -0.24
C -2.19 -0.59 -0.02
H -3.10 -0.33 0.32
N 3.03 -0.02 -0.25
H 3.66 0.37 -0.89
O 0.97 -0.20 0.73
```

Calculated values
Total charge = +1
HOMO-LUMO gap = 12.4264 eV
2S+1 = 1
E_LUMO = -3.05 eV
E_HOMO = -15.5 eV

Most stable of them? ii).